No. 1
Here is a molecular structure, C16H21N3O3S2 at a distorted geometry from the OMol25 dataset. Energies are from the ωB97M-V functional and the def2-TZVPD basis.

The energy relative to the best compared isomer or geometry (same formula, charge and spin) comes out at 404.7 kcal per mole. The calculation puts the HOMO energy at -8.15 eV. The calculation puts the LUMO energy at 0.2 eV.

Structure (ORCA input):
```
! wB97M-V def2-TZVPD RIJCOSX def2/J DEFGRID3
* xyz 0 1
C 4.07 -0.14 2.23
C 3.55 0.34 0.74
C 4.11 -0.60 -0.39
H 3.94 -0.13 -1.36
H 5.45 -0.38 -0.47
C 3.97 -2.02 -0.27
C 2.54 -2.08 -0.19
N 1.69 -1.93 -1.50
N 0.41 -2.01 -1.26
C 0.05 -2.22 0.02
N -1.26 -2.56 0.56
C -2.22 -1.66 0.17
O -3.21 -1.43 0.79
C -2.08 -0.56 -0.75
H -1.38 -0.84 -1.73
H -2.87 -0.04 -1.01
S -1.03 1.01 0.10
O 0.01 0.27 0.94
O -0.80 1.75 -0.99
C -2.30 1.56 1.31
C -3.37 2.15 0.29
C -3.19 3.25 -0.13
C -4.30 3.78 -1.03
C -5.42 3.13 -1.05
C -5.69 1.82 -0.79
C -4.69 1.50 0.22
H -4.66 0.70 0.73
H -6.65 1.31 -0.69
H -6.15 3.58 -1.73
H -4.13 4.88 -1.54
H -2.37 3.82 -0.24
H -1.70 2.37 1.60
H -2.66 0.80 1.88
H -1.26 -2.83 1.33
S 1.51 -2.54 1.06
C 4.35 -2.99 -1.46
H 5.54 -2.74 -1.67
H 4.22 -3.89 -1.19
H 4.09 -2.47 -2.42
H 4.28 -2.68 0.72
H 3.96 1.41 0.74
H 2.68 0.13 0.93
H 3.86 0.53 2.92
H 5.31 -0.11 2.23
H 3.78 -1.26 2.34
*
```

No. 2
Here is a molecular structure, C8H11F4N3O12S4Y at a distorted geometry from the OMol25 dataset. Energies are from the ωB97M-V functional and the def2-TZVPD basis.

The calculation puts the HOMO energy (spin up / spin down) at -0.24 / -2.49 eV. The calculation puts the LUMO energy (spin up / spin down) at 2.9 / 3.0 eV.

Structure (ORCA input):
```
! wB97M-V def2-TZVPD RIJCOSX def2/J DEFGRID3
* xyz -2 2
Y -2.80 22.27 13.84
N -2.77 20.66 12.40
S -1.78 20.03 11.43
O -1.76 20.39 10.02
O -1.09 18.77 11.77
F -0.72 21.10 11.95
S -4.01 19.60 11.73
O -4.16 18.28 12.39
O -4.50 19.74 10.37
F -5.18 20.43 12.44
N -3.69 24.23 13.93
S -3.23 25.87 14.40
O -3.49 26.34 15.74
O -3.24 26.81 13.35
F -1.69 25.70 14.34
S -5.15 24.85 13.88
O -5.66 25.59 12.73
O -5.82 24.76 15.16
F -5.72 23.36 13.36
C 0.20 22.95 15.72
O -1.19 22.58 15.71
H 0.67 22.46 14.86
H 0.43 24.00 15.53
H 0.76 22.64 16.60
C -5.13 20.88 15.85
O -3.85 21.44 15.81
H -5.11 19.93 16.38
H -5.82 21.62 16.25
H -5.59 20.82 14.86
C -0.15 26.57 9.32
C -1.17 26.95 10.09
C -2.24 26.11 10.41
C -2.15 24.82 9.84
C -1.14 24.45 8.95
C -0.12 25.34 8.78
N -3.00 23.76 10.28
O -2.96 23.50 11.48
O -3.56 23.08 9.38
H 0.59 27.34 9.12
H -1.17 27.97 10.44
H -3.01 26.48 11.08
H -1.15 23.45 8.56
H 0.65 25.01 8.10
*
```

No. 3
Here is 2 unconnected molecules or ions with the total composition C5H8O2 from the OMol25 dataset. Energies are from the ωB97M-V functional and the def2-TZVPD basis.

The energy relative to the best compared isomer or geometry (same formula, charge and spin) comes out at 113.8 kcal per mole. The calculation puts the HOMO energy at -9.68 eV. The calculation puts the LUMO energy at 0.6 eV.

Structure (ORCA input):
```
! wB97M-V def2-TZVPD RIJCOSX def2/J DEFGRID3
* xyz 0 1
O -1.29 -1.20 0.85
C -1.61 0.04 0.26
C -0.61 1.07 0.70
C 1.77 -1.05 -0.62
C 1.70 -0.31 -1.73
C -0.95 2.52 0.71
O -0.95 1.91 1.84
H -1.92 -1.85 0.53
H -2.61 0.39 0.56
H -1.60 0.00 -0.85
H 0.44 0.84 0.75
H 2.72 -1.29 -0.15
H 0.89 -1.46 -0.14
H 0.76 -0.07 -2.22
H 2.58 0.09 -2.22
*
```

No. 4
Here is a molecular structure, C11H8NNiO7S3 at a distorted geometry from the OMol25 dataset. Energies are from the ωB97M-V functional and the def2-TZVPD basis.

The energy relative to the best compared isomer or geometry (same formula, charge and spin) comes out at 32.4 kcal per mole. The calculation puts the HOMO energy (spin up / spin down) at 0.24 / 1.06 eV. The calculation puts the LUMO energy (spin up / spin down) at 5.1 / 5.1 eV.

Structure (ORCA input):
```
! wB97M-V def2-TZVPD RIJCOSX def2/J DEFGRID3
* xyz -2 2
Ni -0.30 0.72 -0.12
O -1.56 1.67 1.18
N -1.29 1.31 2.43
C -1.06 2.27 3.38
C -1.05 1.96 4.70
C -1.25 0.64 5.11
C -1.37 -0.36 4.12
C -1.32 -0.03 2.79
S -1.24 -1.14 1.47
H -0.89 3.26 2.98
H -0.88 2.75 5.43
H -1.26 0.38 6.16
H -1.45 -1.40 4.39
O 3.55 0.94 0.64
S 2.25 0.93 -0.03
O 1.29 1.82 0.66
O 1.69 -0.42 -0.18
C 2.57 1.58 -1.67
C 3.85 2.04 -1.90
C 4.23 2.56 -3.12
C 3.29 2.60 -4.17
C 2.01 2.14 -3.95
C 1.63 1.62 -2.72
S -0.12 1.28 -2.53
O -0.60 2.29 -1.58
O -0.68 1.44 -3.87
O -0.38 -0.08 -2.02
H 4.54 1.98 -1.07
H 5.24 2.93 -3.27
H 3.58 3.01 -5.14
H 1.26 2.19 -4.72
*
```

No. 5
Here is 2 unconnected molecules or ions with the total composition C4H7N3 at a distorted geometry from the OMol25 dataset. Energies are from the ωB97M-V functional and the def2-TZVPD basis.

The energy relative to the best compared isomer or geometry (same formula, charge and spin) comes out at 199.4 kcal per mole. The calculation puts the HOMO energy (spin up / spin down) at -6.78 / -6.78 eV. The calculation puts the LUMO energy (spin up / spin down) at -1.6 / -1.6 eV.

Structure (ORCA input):
```
! wB97M-V def2-TZVPD RIJCOSX def2/J DEFGRID3
* xyz 0 1
C -0.56 0.94 -1.93
C 0.52 1.00 -1.13
C -1.55 -1.44 0.27
C 0.93 -0.18 1.09
N -1.45 0.04 -1.53
N 0.28 0.01 -0.16
N -0.96 -0.51 -0.44
H -1.03 2.46 -3.67
H 1.42 1.57 -1.13
H -1.08 -1.86 1.13
H -2.51 -1.78 -0.07
H 1.30 -1.20 1.19
H 1.78 0.51 1.14
H 0.25 0.04 1.92
*
```

No. 6
Here is a molecular structure, C32H64O14 at a distorted geometry from the OMol25 dataset. Energies are from the ωB97M-V functional and the def2-TZVPD basis.

The energy relative to the best compared isomer or geometry (same formula, charge and spin) comes out at 537.8 kcal per mole. The calculation puts the HOMO energy at -8.76 eV. The calculation puts the LUMO energy at 0.3 eV.

Structure (ORCA input):
```
! wB97M-V def2-TZVPD RIJCOSX def2/J DEFGRID3
* xyz 0 1
O -53.71 -45.41 -30.39
C -52.72 -45.14 -29.75
O -52.46 -44.01 -28.91
C -53.50 -43.06 -28.77
C -52.95 -41.83 -28.06
C -51.45 -46.02 -29.83
H -54.25 -43.62 -28.15
H -53.67 -42.82 -29.85
H -52.43 -41.93 -27.00
H -53.60 -41.08 -27.84
H -52.13 -41.55 -28.70
H -50.95 -45.94 -30.79
H -51.96 -46.88 -29.81
H -50.85 -45.89 -28.91
O -54.11 -45.19 -33.87
C -53.26 -45.34 -32.99
O -52.88 -46.45 -32.38
C -53.67 -47.55 -32.66
C -53.08 -48.78 -31.66
C -52.26 -44.06 -32.68
H -53.81 -47.74 -33.75
H -54.59 -47.42 -32.15
H -52.21 -49.24 -32.20
H -53.62 -49.65 -31.72
H -52.91 -48.50 -30.66
H -52.54 -43.64 -31.82
H -52.02 -43.33 -33.35
H -51.37 -44.51 -32.57
O -50.29 -42.40 -30.80
C -49.63 -42.24 -29.84
O -48.34 -41.87 -29.90
C -47.48 -41.86 -31.07
C -46.11 -41.19 -30.55
C -50.28 -42.07 -28.49
H -47.75 -41.53 -31.96
H -47.53 -42.93 -31.24
H -45.52 -41.65 -31.16
H -45.80 -41.55 -29.60
H -46.04 -40.18 -30.70
H -51.48 -41.94 -28.58
H -49.97 -41.32 -28.02
H -50.02 -42.68 -27.67
O -58.60 -45.07 -28.88
C -59.07 -45.24 -30.00
O -58.30 -45.37 -31.20
C -56.95 -45.48 -31.04
C -56.41 -45.83 -32.51
C -60.51 -45.14 -30.24
H -56.75 -46.39 -30.36
H -56.53 -44.69 -30.51
H -55.28 -45.91 -32.61
H -56.47 -45.03 -33.17
H -56.94 -46.75 -32.94
H -60.92 -44.22 -30.12
H -61.22 -45.84 -29.71
H -60.71 -45.42 -31.22
O -55.84 -40.29 -26.62
C -56.93 -40.37 -27.33
O -57.83 -39.34 -27.31
C -57.73 -38.16 -26.55
C -58.80 -37.21 -27.02
C -57.11 -41.53 -28.23
H -56.83 -37.54 -26.75
H -57.97 -38.20 -25.51
H -59.70 -37.67 -27.08
H -58.65 -36.85 -28.03
H -58.69 -36.33 -26.51
H -56.68 -41.10 -28.98
H -58.15 -41.68 -28.33
H -56.55 -42.39 -27.82
C -54.90 -48.15 -28.12
C -54.54 -47.00 -27.25
O -53.31 -46.82 -26.93
C -55.69 -46.06 -26.79
H -56.03 -48.24 -28.17
H -54.62 -49.05 -27.89
H -54.69 -47.96 -28.97
H -56.41 -46.47 -26.34
H -55.98 -45.37 -27.72
H -55.16 -45.42 -26.10
C -54.10 -42.77 -32.90
C -53.94 -41.47 -32.11
O -55.04 -40.91 -31.62
C -52.66 -40.85 -32.06
H -53.89 -42.46 -33.87
H -55.23 -43.12 -32.92
H -53.45 -43.62 -32.36
H -52.58 -40.26 -31.22
H -52.41 -40.45 -33.10
H -51.88 -41.56 -31.99
C -50.49 -44.21 -26.24
C -51.14 -43.95 -24.90
O -50.29 -43.88 -23.93
C -52.64 -44.01 -24.86
H -51.10 -44.84 -26.74
H -49.74 -44.83 -26.19
H -50.21 -43.27 -26.66
H -53.02 -44.63 -24.03
H -53.12 -44.45 -25.75
H -53.00 -42.93 -25.02
C -47.91 -46.69 -28.69
C -48.98 -47.04 -29.70
O -49.79 -48.11 -29.62
C -49.17 -46.16 -30.87
H -47.77 -47.34 -27.80
H -47.94 -45.63 -28.52
H -46.80 -47.14 -29.09
H -49.18 -45.13 -30.59
H -50.00 -46.28 -31.40
H -48.32 -46.64 -31.58
*
```